<w>
{
  "formula": "C4H7O2S",
  "method": "ωB97M-V/def2-TZVPD",
  "elements": ["O", "C", "O", "C", "C", "C", "S", "H", "H", "H", "H", "H", "H", "H"],
  "positions_angstrom": [[-2.812, 0.044, -1.096], [-2.317, -0.582, -0.146], [-2.880, -1.032, 0.877], [-0.783, -0.811, -0.259], [-0.034, 0.434, 0.092], [1.456, 0.295, -0.060], [2.415, 1.676, 0.663], [-0.652, -1.035, -1.325], [-0.573, -1.722, 0.290], [-0.474, 1.235, -0.512], [-0.312, 0.786, 1.091], [1.833, -0.683, 0.149], [1.774, 0.383, -1.108], [3.358, 1.014, 1.342]],
  "multiplicity": 1,
  "gap_ev": 6.904,
  "total_charge": -1,
  "lumo_ev": 2.91,
  "smiles": "O=C([O-])CCCS"
}

=====

<x>
{
  "formula": "C4H7O2S",
  "method": "ωB97M-V/def2-TZVPD",
  "elements": ["O", "C", "O", "C", "C", "C", "S", "H", "H", "H", "H", "H", "H", "H"],
  "positions_angstrom": [[1.531, 0.702, 2.761], [1.068, 1.218, 1.745], [0.456, 2.279, 1.510], [1.205, 0.310, 0.367], [-0.156, -0.376, 0.081], [-0.158, -0.803, -1.385], [-1.835, -1.413, -2.021], [2.012, -0.415, 0.415], [1.294, 1.132, -0.344], [-0.283, -1.121, 0.860], [-0.933, 0.392, 0.071], [0.132, 0.014, -2.041], [0.547, -1.602, -1.614], [-1.273, -2.132, -3.018]],
  "multiplicity": 1,
  "gap_ev": 6.778,
  "total_charge": -1,
  "lumo_ev": 2.96,
  "smiles": "O=C([O-])CCCS"
}

=====

Stability, descending: <w>, <x>

=====

<w>
{
  "formula": "CH3N2O",
  "method": "ωB97M-V/def2-TZVPD",
  "elements": ["C", "N", "N", "O", "H", "H", "H"],
  "positions_angstrom": [[0.260, 0.643, 1.254], [0.060, -0.989, -2.669], [-0.481, -0.969, -1.712], [-0.553, -0.023, 0.549], [-0.186, 0.859, 2.206], [1.346, 0.812, 0.912], [-0.446, -0.336, -0.540]],
  "multiplicity": 1,
  "gap_ev": 12.200,
  "total_charge": 1,
  "lumo_ev": -6.46
}

=====

<x>
{
  "formula": "CH3N2O",
  "method": "ωB97M-V/def2-TZVPD",
  "elements": ["C", "N", "N", "O", "H", "H", "H"],
  "positions_angstrom": [[0.194, -0.168, 0.024], [1.209, 0.731, -0.170], [-1.028, -0.424, -0.272], [1.311, -0.701, 0.285], [1.528, 1.665, 0.739], [-1.787, 0.226, -0.182], [-1.427, -1.330, -0.424]],
  "multiplicity": 1,
  "gap_ev": 11.538,
  "total_charge": 1,
  "lumo_ev": -5.46
}

=====

Stability, descending: <w>, <x>

=====

<w>
{
  "formula": "C3H3ClO2",
  "method": "ωB97M-V/def2-TZVPD",
  "elements": ["O", "C", "O", "C", "C", "Cl", "H", "H", "H"],
  "positions_angstrom": [[2.742, 0.468, -0.080], [2.101, -0.589, -0.036], [0.790, -0.649, 0.155], [0.209, 0.543, -0.039], [-1.089, 0.906, 0.035], [-2.204, -0.326, -0.043], [2.460, -1.643, -0.017], [0.847, 1.438, 0.212], [-1.418, 2.050, 0.167]],
  "multiplicity": 1,
  "gap_ev": 10.117,
  "lumo_ev": 0.73,
  "smiles": "O=CO/C=C\\Cl"
}

=====

<x>
{
  "formula": "C3H3ClO2",
  "method": "ωB97M-V/def2-TZVPD",
  "elements": ["C", "C", "Cl", "O", "C", "O", "H", "H", "H"],
  "positions_angstrom": [[1.016, -0.420, -0.255], [-0.339, -0.031, 0.430], [-0.863, -0.832, 1.847], [-1.355, -0.233, -0.662], [-1.182, 0.958, -0.206], [-1.428, 2.202, -0.225], [1.803, -0.212, 0.533], [1.268, 0.085, -1.118], [1.081, -1.516, -0.345]],
  "multiplicity": 1,
  "gap_ev": 11.147,
  "lumo_ev": 0.70,
  "smiles": "C[C@]1(Cl)OC1=O"
}

=====

Stability, descending: <w>, <x>